[1]
This record from OMol25 describes a 2-piece molecular cluster, C10H16 overall at a distorted geometry. The level of theory is ωB97M-V/def2-TZVPD.

Geometry as XYZ:
```
26
Properties=species:S:1:pos:R:3
C -1.6331 -1.1064 -0.2465
C -0.7918 -1.3881 -1.4951
C -0.9369 -0.5632 0.9937
C -1.5822 -0.7222 2.2640
C 0.4020 -0.2293 0.9221
C -0.7469 -0.7452 3.4262
C 1.2258 -0.2812 2.0921
C 0.6067 -0.5407 3.3373
H -2.6374 -0.6858 -0.4039
H -1.9285 -2.1241 0.0734
H -0.0310 -2.1007 -1.1822
H -2.6564 -0.5597 2.3171
H 0.8468 -0.1292 -0.0539
H -1.2254 -0.9916 4.3721
H 2.2039 0.1941 2.0338
H 1.2333 -0.5860 4.2252
H -0.3280 -0.5647 -2.0343
H -1.4730 -1.8057 -2.2474
C 1.7843 1.7325 -1.8552
C 0.5891 1.9212 -2.7959
H 1.8952 0.6912 -1.5740
H 2.7157 2.1241 -2.2786
H 1.6564 2.3665 -0.9773
H 0.7100 1.4853 -3.7820
H -0.3121 1.6061 -2.2679
H 0.4137 3.0028 -2.8626
```

As for the energy relative to the best compared isomer or geometry (same formula, charge and spin): 70.08 kJ/mol. Its multiplicity is 2. As for the LUMO energy (alpha / beta): 3.501 / 3.485 eV. As for the HOMO energy (alpha / beta): 0.72 / -3.08 eV. As for the total energy: -10627.5844 eV. Its expectation value of S² is 0.7618. Its net charge is -1.



[2]
This record from OMol25 describes a 2-piece molecular cluster, C10H16 overall at a distorted geometry. The level of theory is ωB97M-V/def2-TZVPD.

Geometry as XYZ:
```
26
Properties=species:S:1:pos:R:3
C -2.2350 -2.6835 -1.1124
C -1.5352 -2.1658 0.1724
C -0.1462 -1.6354 -0.0639
C 0.9496 -2.4198 0.3140
C 2.2485 -1.8689 0.3882
C 2.4179 -0.6571 -0.2501
C 1.3354 0.0914 -0.6771
C 0.0402 -0.3775 -0.6397
H -2.1330 -3.7669 -1.2309
H -1.8768 -2.3258 -2.0751
H -3.3053 -2.5811 -0.9403
H -2.1550 -1.3671 0.5825
H -1.5445 -3.0172 0.8495
H 0.8806 -3.4592 0.6068
H 3.0192 -2.4103 0.9156
H 3.3164 -0.0437 -0.3099
H 1.4881 1.0153 -1.2294
H -0.8512 0.1585 -0.9195
C -0.6974 3.7613 1.0133
C 0.6728 3.5541 0.3824
H -1.4322 4.1637 0.3180
H -1.1808 2.8855 1.4535
H -0.5277 4.4120 1.8731
H 0.7937 3.4554 -0.6978
H 1.2189 2.7763 0.9057
H 1.2391 4.5058 0.3709
```

The SMILES is CCc1ccccc1.CC. As for the energy relative to the best compared isomer or geometry (same formula, charge and spin): 110.59 kJ/mol. As for the LUMO energy: 1.002 eV. As for the HOMO energy: -8.92 eV. As for the total energy: -10628.5974 eV.



[3]
This record from OMol25 describes a 2-piece molecular cluster, C10H16 overall at a distorted geometry. The level of theory is ωB97M-V/def2-TZVPD.

Geometry as XYZ:
```
26
Properties=species:S:1:pos:R:3
C 0.9199 2.0557 0.5926
C -0.0727 1.9516 -0.5836
C -1.1240 0.9522 -0.4583
C -1.3532 0.3401 0.9069
C -2.4346 -0.4374 1.0983
C -3.2010 -0.8523 -0.0097
C -2.9432 -0.4676 -1.2756
C -2.0069 0.6163 -1.4504
H 1.7853 2.3736 0.2435
H 0.9829 1.0762 1.1645
H 0.4497 2.8627 1.3205
H -0.7642 2.9767 -0.6560
H 0.3762 1.8530 -1.5609
H -0.7286 0.6123 1.7597
H -2.6971 -0.8143 2.0756
H -3.7717 -1.7519 0.1796
H -3.4604 -0.9881 -2.1824
H -1.8502 0.9692 -2.4169
C 2.6161 -1.5456 -0.5359
C 2.9900 -1.8296 0.9581
H 3.3898 -1.5930 -1.2507
H 1.8588 -2.0857 -0.9174
H 2.2340 -0.5527 -0.8639
H 2.3859 -2.6662 1.1816
H 2.4619 -1.1193 1.5898
H 3.9573 -1.9360 1.0910
```

The SMILES is CCc1ccccc1.CC. As for the energy relative to the best compared isomer or geometry (same formula, charge and spin): 265.64 kJ/mol. As for the LUMO energy: 0.975 eV. As for the HOMO energy: -8.71 eV. As for the total energy: -10626.9904 eV.



[4]
This record from OMol25 describes a 2-piece molecular cluster, C10H16 overall at a distorted geometry. The level of theory is ωB97M-V/def2-TZVPD.

Geometry as XYZ:
```
26
Properties=species:S:1:pos:R:3
C -1.5528 -1.9310 -0.3617
C -0.9555 -1.2468 0.7615
C -0.9924 0.1514 0.9254
C -0.1258 0.7536 1.8306
C 0.7081 -0.0155 2.7106
C 0.6986 -1.3702 2.5113
C -0.0870 -2.0787 1.5084
H -1.9589 -3.0414 -0.0922
H -0.8058 -2.0728 -1.1968
H -2.3989 -1.4424 -0.7846
H -1.6231 0.8776 0.4062
H -0.2605 1.7824 2.0632
H 1.1714 0.6119 3.4118
H 1.4037 -2.1529 2.9285
H -0.1112 -3.0899 1.4120
C 1.8969 1.6706 -2.1332
C 0.7426 1.0832 -2.8240
C -0.4944 2.1350 -2.8560
H 2.1042 2.7597 -2.2149
H 2.9508 1.1503 -2.5208
H 1.7156 1.4321 -1.1310
H 0.9431 0.9345 -3.9002
H 0.4007 0.0132 -2.4424
H -0.9662 2.2328 -1.7672
H -0.2787 3.2212 -3.0389
H -1.3159 1.8738 -3.5698
```

The SMILES is Cc1ccccc1.CCC. As for the energy relative to the best compared isomer or geometry (same formula, charge and spin): 238.65 kJ/mol. As for the LUMO energy: 0.985 eV. As for the HOMO energy: -8.94 eV. As for the total energy: -10627.2702 eV.



[5]
This record from OMol25 describes a 2-piece molecular cluster, C10H16 overall at a distorted geometry. The level of theory is ωB97M-V/def2-TZVPD.

Geometry as XYZ:
```
26
Properties=species:S:1:pos:R:3
C -1.8767 -0.4582 2.8988
C -1.5288 -0.1487 1.4628
C -0.1763 0.3263 0.9970
C 0.9585 -0.4768 1.2388
C 2.2050 -0.1215 0.7115
C 2.3447 1.0513 -0.0353
C 1.2408 1.8677 -0.1162
C -0.0206 1.5204 0.2857
H -1.7707 0.4279 3.5274
H -1.3881 -1.3905 3.2156
H -2.9180 -0.7865 3.0070
H -1.7190 -0.9559 0.7260
H -2.2697 0.6434 1.2486
H 0.7107 -1.4804 1.5421
H 3.0114 -0.8431 0.8005
H 3.2736 1.4604 -0.4119
H 1.3184 2.7355 -0.7813
H -0.9458 2.0608 0.1112
C -0.2383 -1.5249 -3.4941
C -1.6200 -1.0192 -2.9563
H -0.2820 -1.6031 -4.5916
H 0.5996 -0.8612 -3.3149
H -0.0927 -2.5252 -3.1040
H -1.8183 -1.6485 -2.0852
H -2.2789 -1.1216 -3.8106
H -1.5529 -0.0173 -2.5578
```

The SMILES is CCc1ccccc1.CC. As for the energy relative to the best compared isomer or geometry (same formula, charge and spin): 109.99 kJ/mol. As for the LUMO energy: 0.944 eV. As for the HOMO energy: -9.02 eV. As for the total energy: -10628.6036 eV.



[6]
This record from OMol25 describes a 2-piece molecular cluster, C10H16BClN4O5 overall at a distorted geometry. The level of theory is ωB97M-V/def2-TZVPD.

Geometry as XYZ:
```
37
Properties=species:S:1:pos:R:3
C 1.6615 1.1290 3.6540
C 1.2201 -0.0860 3.1509
N 0.8164 -0.1017 1.7541
N 1.3675 -0.7309 0.7057
C 0.7498 -0.4902 -0.4628
N 1.1313 -0.9793 -1.7476
C -0.0062 -1.0678 -2.6975
C -1.3898 -1.7306 -2.4018
O 0.1564 -0.5552 -3.7719
C 1.5265 -2.4177 -1.5146
C 2.7511 -2.9987 -2.2939
O 0.9075 -3.1384 -0.7850
N -0.2839 0.3822 -0.0655
O -1.2067 0.9514 -0.8847
B -0.7433 2.1706 -1.5073
O -1.4697 2.5885 -2.6210
O 0.3276 2.8766 -0.9700
C -0.2594 0.6216 1.2945
C -1.2561 1.5203 2.0722
C -2.6975 0.8128 1.9101
H 2.0439 1.8971 2.9512
H 1.5990 1.3735 4.7390
H 1.2342 -0.9699 3.8181
H -2.1351 -1.1902 -3.0473
H -1.7142 -1.6116 -1.3417
H -1.3543 -2.7892 -2.7568
H 3.6456 -2.3775 -2.0454
H 2.4976 -2.8976 -3.3882
H 2.8496 -4.0741 -2.0299
H -2.2678 2.0310 -2.7057
H 1.1513 2.3608 -0.9996
H -1.2609 2.5073 1.5519
H -0.9852 1.6150 3.1487
H -3.3354 1.5269 1.3328
H -2.6278 -0.1180 1.2814
H -3.1351 0.5339 2.8958
Cl 0.4914 3.4259 3.7777
```

As for the LUMO energy: -0.753 eV. As for the HOMO energy: -7.31 eV. As for the total energy: -40024.1520 eV.



[7]
This record from OMol25 describes a 7-piece molecular cluster, C10H16Br6Cl12 overall at a distorted geometry. The level of theory is ωB97M-V/def2-TZVPD.

Geometry as XYZ:
```
44
Properties=species:S:1:pos:R:3
Cl 0.8271 0.2028 -0.8464
C 0.0482 -1.0432 0.1146
Cl 0.8289 -2.5922 -0.1454
Cl -1.6800 -1.0918 -0.2074
H 0.2077 -0.8194 1.1632
Cl 0.4133 -6.4999 2.6036
C 1.6638 -5.8073 1.5749
Cl 1.4689 -6.0989 -0.1175
Cl 3.3004 -6.3303 2.1254
H 1.6481 -4.7408 1.7583
Cl 2.4664 0.5450 2.3983
C 3.5822 1.6615 3.1834
Cl 3.0467 3.3543 2.8950
Cl 5.2358 1.4325 2.5652
H 3.5679 1.5159 4.2527
Cl -2.2750 -0.8961 -4.0827
C -2.7919 0.4570 -3.0946
Cl -4.4014 0.2315 -2.4176
Cl -2.7558 1.9581 -4.0582
H -2.0466 0.6263 -2.3288
Br -5.3114 -5.0141 1.2044
C -5.2868 -3.2070 1.9873
C -5.1783 -2.1928 0.8741
Br -5.4850 -0.3875 1.6383
H -4.4242 -3.0859 2.6363
H -6.2014 -3.1064 2.5580
H -5.9077 -2.3121 0.0795
H -4.1936 -2.1430 0.4237
Br 4.5864 1.8489 -0.7576
C 4.4609 1.4971 -2.6928
C 3.1463 2.0413 -3.2340
Br 3.2195 1.8970 -5.1869
H 4.3844 0.4209 -2.8382
H 5.3407 1.8827 -3.1898
H 2.9397 3.0673 -2.9460
H 2.3083 1.4410 -2.8964
Br 0.3365 3.7942 -1.6752
C 0.0280 3.2942 0.2038
C -0.1624 4.5187 1.0693
Br -0.9161 3.9562 2.7989
H 0.9475 2.7961 0.4917
H -0.8483 2.6599 0.2035
H -0.8888 5.2031 0.6387
H 0.7512 5.0654 1.2737
```

The SMILES is ClC(Cl)Cl.ClC(Cl)Cl.ClC(Cl)Cl.ClC(Cl)Cl.BrCCBr.BrCCBr.BrCCBr. As for the energy relative to the best compared isomer or geometry (same formula, charge and spin): 24.04 kJ/mol. As for the LUMO energy: 0.044 eV. As for the HOMO energy: -10.33 eV. As for the total energy: -581153.7172 eV.



[8]
This record from OMol25 describes C10H16CeCl3NO3 as an isolated structure at a distorted geometry. The level of theory is ωB97M-V/def2-TZVPD.

Geometry as XYZ:
```
34
Properties=species:S:1:pos:R:3
C -0.0648 2.5509 -0.9857
C -0.6008 2.7843 0.3060
C -1.8744 2.1572 0.3729
C 0.0529 3.5051 1.4148
C -2.1431 1.5531 -0.8900
C -1.0249 1.8103 -1.7365
C -0.8747 1.3478 -3.1265
C 1.2830 2.9513 -1.4308
C -2.7614 2.1445 1.5568
C -3.3420 0.7700 -1.2223
Ce 0.9503 -1.5574 1.5352
Cl 0.7380 0.1787 3.2389
Cl 3.4954 -1.3815 1.5816
Cl -1.6255 -1.6644 1.3702
H 0.9919 3.9557 1.0741
H 0.2773 2.8300 2.2544
H -0.5957 4.3076 1.7959
H -2.1949 1.8960 2.4643
H -3.5543 1.4017 1.4325
H -3.2323 3.1262 1.7130
H -3.5136 -0.0145 -0.4696
H -3.2280 0.2878 -2.1992
H -4.2404 1.4069 -1.2568
H -1.5182 0.4829 -3.3139
H 0.1617 1.0428 -3.3037
H -1.1443 2.1403 -3.8415
H 1.9978 2.8756 -0.6022
H 1.2920 3.9882 -1.7968
H 1.6270 2.2833 -2.2240
O 1.0394 -0.1730 -1.2381
H 1.2609 -1.1057 -1.5939
O 1.8375 -5.0914 1.8209
N 1.4652 -3.9881 1.5757
O 1.0294 -3.6561 0.3770
```

As for the LUMO energy (alpha / beta): 3.721 / 3.679 eV. As for the HOMO energy (alpha / beta): 0.67 / 0.57 eV. As for the total energy: -68758.6746 eV. Its net charge is -2.



[9]
This record from OMol25 describes C10H16CeN2S4 as an isolated structure at a distorted geometry. The level of theory is ωB97M-V/def2-TZVPD.

Geometry as XYZ:
```
33
Properties=species:S:1:pos:R:3
Ce -0.3206 -0.0246 0.6671
C 0.1175 -1.8888 -2.7628
C 1.4668 -1.6800 -2.1170
S 1.7830 -0.0389 -1.3917
C 1.3631 1.1777 -2.6862
C 0.4338 2.2738 -2.2154
S -1.1940 1.7507 -1.5951
C -1.8854 0.7317 -2.9404
C -2.4439 -0.5970 -2.4904
S -1.2942 -1.7086 -1.6221
H -0.0645 -1.2410 -3.6172
H 0.0753 -2.9190 -3.1276
H 1.6475 -2.3743 -1.2927
H 2.2647 -1.8582 -2.8450
H 2.3125 1.6376 -2.9736
H 0.9989 0.6271 -3.5502
H 0.8611 2.8644 -1.4023
H 0.2420 2.9761 -3.0334
H -2.7053 1.3218 -3.3603
H -1.1240 0.6491 -3.7129
H -3.2910 -0.4912 -1.8099
H -2.8122 -1.1569 -3.3558
S 2.0025 -0.0324 2.1743
C 0.9904 -0.0152 3.6051
N 1.5215 -0.0078 4.8360
C 0.7559 0.0023 5.9539
C -0.6161 0.0071 5.8147
C -1.1219 0.0029 4.5302
N -0.3158 -0.0088 3.4365
H 2.5386 -0.0093 4.9368
H 1.2750 0.0061 6.9076
H -1.2687 0.0149 6.6795
H -2.1923 0.0089 4.3603
```

As for the LUMO energy (alpha / beta): -17.292 / -17.309 eV. As for the HOMO energy (alpha / beta): -23.00 / -23.00 eV. As for the total energy: -69834.7365 eV. Its net charge is +4.



[10]
This record from OMol25 describes C10H16CoN4O2PS4 as an isolated structure. The level of theory is ωB97M-V/def2-TZVPD.

Geometry as XYZ:
```
38
Properties=species:S:1:pos:R:3
Co -0.8125 -0.7827 0.4693
C 2.8858 4.3208 0.8884
C 1.4679 3.8128 0.9401
O 1.4607 2.4081 1.3489
P 1.1713 1.2614 0.3252
S 1.3832 -0.5025 1.2446
S -0.6795 1.3595 -0.4732
O 2.2654 1.5125 -0.7875
C 2.3443 0.7174 -1.9953
C 3.3422 1.3706 -2.9165
H 2.8797 5.3834 0.6433
H 3.4601 3.7924 0.1293
H 3.3728 4.1931 1.8540
H 0.9619 3.9073 -0.0224
H 0.8762 4.3261 1.6946
H 1.3503 0.6690 -2.4437
H 2.6593 -0.2887 -1.7103
H 3.0182 2.3755 -3.1838
H 3.4324 0.7840 -3.8307
H 4.3223 1.4291 -2.4453
N -3.5252 1.0008 1.8545
C -3.6792 -0.2909 1.5756
N -2.7364 -1.0450 1.0858
C -3.1738 -2.3594 0.8497
C -4.5454 -2.5624 1.2514
S -5.2164 -1.1021 1.8561
C -2.3003 -3.2256 0.2897
C -2.4676 -4.6201 -0.0386
S -0.9992 -5.2736 -0.6438
C -0.2357 -3.6981 -0.4672
N -1.0098 -2.7551 -0.0117
N 1.0444 -3.5146 -0.7888
H -2.6691 1.4648 1.5844
H -4.2840 1.5523 2.2139
H -5.1251 -3.4657 1.1886
H -3.3496 -5.2242 0.0747
H 1.6217 -4.2851 -1.0763
H 1.4888 -2.6449 -0.5272
```

As for the energy relative to the best compared isomer or geometry (same formula, charge and spin): 0.00 kJ/mol. Its multiplicity is 6. As for the LUMO energy (alpha / beta): -2.076 / -5.025 eV. As for the HOMO energy (alpha / beta): -8.77 / -11.84 eV. As for the total energy: -110939.0196 eV. Its expectation value of S² is 8.7705. Its net charge is +1.



[11]
This record from OMol25 describes C10H16IrN2P as an isolated structure at a distorted geometry. The level of theory is ωB97M-V/def2-TZVPD.

Geometry as XYZ:
```
30
Properties=species:S:1:pos:R:3
C -0.7546 0.4023 -2.8700
C -1.5031 1.6989 -3.1793
C -0.6167 2.7509 -3.4098
C 0.6840 2.1807 -3.2720
C 0.6275 0.8050 -3.0954
Ir 0.1919 -1.0579 -0.5911
P 0.1666 -2.8096 -1.7448
H -1.2746 -0.6198 -3.0212
H -2.5913 1.7607 -3.0691
H -0.8714 3.7925 -3.5811
H 1.5192 0.0023 -2.8712
H 1.6384 2.7185 -3.1472
H 1.4721 -2.8807 -2.5782
H -1.0882 -2.9856 -2.6436
H 0.1739 -3.7500 -0.5432
C 2.1031 0.7017 4.0045
C 0.9897 0.1915 3.1536
C -0.3785 -0.1711 3.3383
C -0.8505 -0.5804 2.0650
N 0.2093 -0.5243 1.1914
N 1.2820 -0.0071 1.8560
C -2.1174 -0.9550 1.5362
H 1.6657 1.3789 4.7759
H 2.6533 -0.1485 4.4934
H 2.8451 1.2693 3.3659
H -0.9216 -0.1477 4.2641
H 2.1894 0.1625 1.4206
H -2.4291 -1.9569 1.8321
H -2.9038 -0.2848 1.8817
H -2.1106 -0.9363 0.4387
```

As for the energy relative to the best compared isomer or geometry (same formula, charge and spin): 227.25 kJ/mol. Its multiplicity is 5. As for the LUMO energy (alpha / beta): 0.585 / -1.553 eV. As for the HOMO energy (alpha / beta): -3.28 / -7.31 eV. As for the total energy: -25726.8632 eV. Its expectation value of S² is 6.0322.



[12]
This record from OMol25 describes C10H16MnN9O4S as an isolated structure at a distorted geometry. The level of theory is ωB97M-V/def2-TZVPD.

Geometry as XYZ:
```
41
Properties=species:S:1:pos:R:3
Mn -0.1285 -0.0119 0.6957
N -0.2711 -1.6550 2.1712
N -1.3326 -2.5268 1.8138
C -2.1023 -2.1805 0.7773
N -3.0631 -2.9096 0.2921
N -1.7606 -0.9260 0.3768
N -2.0742 -0.3215 -0.7928
O -2.9330 -0.5967 -1.5430
O -1.2264 0.6352 -0.9082
H 0.5969 -2.1885 2.1358
H -0.4159 -1.3474 3.1325
H -1.4587 -3.3902 2.3260
H -3.2405 -3.8470 0.6302
H -3.6070 -2.5882 -0.4971
C -1.6713 3.8191 -0.0636
N -0.5204 4.0494 0.8409
C 0.1127 5.2478 0.9534
C 1.0815 5.1218 1.9155
N 0.9938 3.8524 2.3705
C 0.0308 3.1750 1.7110
S -0.4013 1.5728 2.1648
H -1.8612 4.7491 -0.5893
H -2.5452 3.5538 0.5258
H -1.4201 3.0453 -0.7767
H -0.1725 6.1050 0.3645
H 1.7947 5.8350 2.2961
H 1.5677 3.4549 3.1053
C 1.6189 -3.7860 -2.9886
N 1.7248 -2.5953 -2.0965
C 2.8236 -1.8072 -2.1086
C 2.9824 -0.6878 -1.3259
C 1.8969 -0.4485 -0.5147
O 1.6376 0.5389 0.3618
N 0.8306 -1.2293 -0.4875
C 0.6380 -2.3352 -1.2702
O -0.3798 -2.9999 -1.2459
H 2.5423 -3.8637 -3.5522
H 0.7755 -3.6548 -3.6581
H 1.4722 -4.6718 -2.3800
H 3.5984 -2.1148 -2.7995
H 3.8665 -0.0722 -1.3629
```

Its multiplicity is 2. As for the LUMO energy (alpha / beta): -12.810 / -12.935 eV. As for the HOMO energy (alpha / beta): -18.24 / -18.25 eV. As for the total energy: -74355.0600 eV. Its expectation value of S² is 0.7913. Its net charge is +3.